# 1
DFT (wB97M-V/def2-TZVPD) results for a molecular structure, C19H24ClNSiSn.

Structure (ORCA input):
```
! wB97M-V def2-TZVPD RIJCOSX def2/J DEFGRID3
* xyz -2 1
C 2.17 -2.12 0.38
C 2.26 -1.96 -1.05
C 1.05 -2.53 -1.61
H 3.15 -1.69 -1.61
C 0.24 -2.99 -0.55
C 0.93 -2.73 0.68
H 0.58 -3.01 1.67
H 2.99 -1.89 1.07
H 0.86 -2.65 -2.67
H -0.71 -3.50 -0.64
Sn 1.41 0.33 -0.78
Cl 3.53 0.90 0.18
C 1.64 1.97 -2.96
C 0.42 1.44 -3.52
C 0.72 0.18 -4.09
H -0.54 1.97 -3.57
C 2.13 0.01 -4.07
C 2.71 1.11 -3.38
H 3.78 1.32 -3.27
H 1.73 2.89 -2.37
H -0.01 -0.52 -4.51
H 2.68 -0.79 -4.59
C -1.85 0.40 -1.63
Si -1.84 0.80 0.20
C -2.48 2.57 0.34
C -3.11 -0.41 0.83
N -0.25 0.64 0.91
C -0.14 0.56 2.28
C 1.09 0.17 2.89
C 1.15 -0.19 4.22
C -0.03 -0.21 4.97
C -1.21 0.33 4.44
C -1.25 0.82 3.14
H -2.89 0.54 -1.96
H -1.49 -0.60 -1.92
H -1.22 1.18 -2.06
H -3.37 2.73 -0.28
H -2.77 2.82 1.37
H -1.71 3.26 0.01
H -2.80 -1.44 0.64
H -3.38 -0.27 1.88
H -3.98 -0.17 0.20
H 1.98 0.11 2.27
H 2.09 -0.44 4.69
H -0.01 -0.57 5.99
H -2.10 0.34 5.06
H -2.16 1.29 2.76
*
```

## Properties
Kohn-Sham gap   5.05 eV
Highest occupied orbital energy   0.18 eV

Atom charges from the Löwdin analysis, given in e for atoms 1 to 6:
1. C -0.2764
2. C -0.3919
3. C -0.2309
4. H 0.0702
5. C -0.1908
6. C -0.1853

# 2
DFT (wB97M-V/def2-TZVPD) results for a single C19H24IN3O4 molecule.

Structure (ORCA input):
```
! wB97M-V def2-TZVPD RIJCOSX def2/J DEFGRID3
* xyz 0 1
C 0.64 -3.36 1.15
C 1.20 -2.56 -0.02
O 0.83 -3.26 -1.21
C 0.72 -1.10 -0.08
O 1.78 -0.16 -0.06
C 2.13 0.48 1.15
C 1.98 -0.38 2.34
N 1.86 -1.04 3.27
C 1.35 1.78 1.36
C -0.14 1.63 1.73
C -1.07 1.81 0.53
N -2.47 1.83 0.93
C -3.17 0.55 0.80
C -3.35 0.09 -0.63
C -2.64 -1.00 -1.11
C -2.74 -1.42 -2.42
C -3.57 -0.72 -3.28
C -4.29 0.35 -2.82
C -4.20 0.76 -1.51
O -4.89 1.88 -1.06
C 3.65 0.74 0.98
C 4.24 1.41 2.13
N 4.70 2.03 2.98
C 3.98 1.46 -0.34
C 4.30 0.49 -1.47
O 3.78 0.53 -2.53
I 5.87 -0.96 -1.15
H 1.34 -3.34 1.98
H -0.34 -3.00 1.46
H 0.54 -4.39 0.83
H 2.29 -2.53 0.05
H 1.13 -2.74 -1.98
H -0.04 -0.89 0.68
H 0.23 -0.96 -1.05
H 1.41 2.35 0.43
H 1.83 2.38 2.13
H -0.40 2.39 2.46
H -0.34 0.68 2.23
H -0.84 1.04 -0.22
H -0.83 2.77 0.07
H -2.96 2.49 0.34
H -2.65 -0.23 1.36
H -4.15 0.68 1.25
H -2.00 -1.54 -0.43
H -2.17 -2.27 -2.77
H -3.65 -1.03 -4.32
H -4.95 0.91 -3.48
H -5.66 1.57 -0.56
H 4.11 -0.25 0.92
H 3.15 2.04 -0.72
H 4.86 2.10 -0.23
*
```

## Properties
Kohn-Sham gap   9.34 eV
Highest occupied orbital energy   -9.16 eV
SMILES   C[C@@H](O)CO[C@](C#N)(CCCNCc1ccccc1O)[C@H](C#N)CC(=O)I

Atom charges from the Löwdin analysis, given in e for atoms 1 to 6:
1. C -0.0342
2. C -0.3857
3. O -0.0402
4. C -0.1324
5. O -0.0688
6. C -0.4325

# 3
DFT (wB97M-V/def2-TZVPD) results for a molecular structure, C19H24N2.

Structure (ORCA input):
```
! wB97M-V def2-TZVPD RIJCOSX def2/J DEFGRID3
* xyz 0 1
C 3.24 2.60 0.79
H 4.35 2.81 0.37
H 2.74 3.58 0.54
H 3.27 2.35 1.75
C 2.63 1.25 -0.24
C 3.45 0.14 -0.08
C 3.46 -0.68 -1.12
C 4.30 -1.67 -1.47
C 5.02 -2.06 -0.35
C 5.07 -1.37 0.90
C 4.19 0.01 0.98
H 4.12 0.48 1.78
H 5.63 -1.81 1.65
H 5.70 -2.89 -0.26
H 4.33 -2.30 -2.38
H 2.89 -0.28 -2.02
H 2.47 1.60 -1.06
C 1.21 0.95 0.59
N 0.72 0.12 -0.41
C -0.07 -1.03 0.44
C -1.45 -0.69 0.81
N -2.37 -0.09 -0.01
C -3.64 -0.17 0.01
C -4.55 0.83 -0.19
C -5.86 0.80 -0.54
C -6.34 -0.56 0.06
C -5.57 -1.83 0.38
C -4.18 -1.34 0.29
H -3.66 -2.38 0.65
H -5.97 -2.63 0.74
H -7.48 -0.59 0.07
H -6.53 1.44 -0.67
H -4.05 1.78 -0.61
C -1.67 0.83 -0.84
C -0.30 0.50 -1.35
H -0.36 0.00 -2.09
H 0.24 1.44 -1.99
H -1.56 1.84 0.13
H -2.29 1.30 -1.65
H -1.37 0.23 1.76
H -1.79 -1.61 1.55
H -0.33 -1.80 -0.17
H 0.51 -1.50 1.14
H 0.57 1.76 0.68
H 1.31 0.63 1.42
*
```

## Properties
Kohn-Sham gap   8.11 eV
Highest occupied orbital energy   -7.43 eV

Atom charges from the Löwdin analysis, given in e for atoms 1 to 6:
1. C -0.0005
2. H 0.1108
3. H 0.0689
4. H -0.0238
5. C -0.1264
6. C -0.3627

# 4
DFT (wB97M-V/def2-TZVPD) results for a single C19H24N2O4S2 molecule.

Structure (ORCA input):
```
! wB97M-V def2-TZVPD RIJCOSX def2/J DEFGRID3
* xyz 0 1
C -3.68 -1.68 -1.22
H -3.00 -1.02 -1.76
H -3.71 -1.36 -0.18
H -4.67 -1.60 -1.65
C -3.19 -3.13 -1.32
N -1.91 -3.32 -0.68
S -0.58 -3.18 -1.65
O -0.90 -3.59 -3.00
O 0.54 -3.79 -1.00
C -0.30 -1.41 -1.69
C -0.06 -0.75 -2.87
C 0.18 0.61 -2.87
C 0.16 1.32 -1.68
C -0.11 0.64 -0.47
C -0.32 -0.73 -0.48
H -0.50 -1.26 0.43
N -0.14 1.41 0.69
C -0.37 1.02 1.96
O -0.68 -0.10 2.31
C -0.24 2.13 2.99
H 0.14 1.72 3.93
H -1.23 2.55 3.18
S 0.76 3.56 2.50
C 2.35 2.87 2.09
C 2.69 1.54 2.30
C 3.95 1.10 1.93
C 4.86 1.96 1.36
C 4.52 3.29 1.16
C 3.27 3.75 1.52
H 2.98 4.78 1.36
H 5.23 3.98 0.72
H 5.84 1.61 1.07
H 4.20 0.06 2.09
H 1.99 0.85 2.74
H 0.09 2.39 0.54
O 0.37 2.66 -1.55
C 0.71 3.40 -2.70
H -0.10 3.39 -3.44
H 1.63 3.03 -3.16
H 0.87 4.42 -2.36
H 0.38 1.12 -3.80
H -0.06 -1.32 -3.79
C -1.83 -4.04 0.57
C -2.40 -3.25 1.75
H -1.89 -2.30 1.88
H -2.26 -3.83 2.66
H -3.46 -3.07 1.61
H -0.77 -4.24 0.72
H -2.35 -5.00 0.48
H -3.92 -3.80 -0.86
H -3.08 -3.40 -2.37
*
```

## Properties
Kohn-Sham gap   9.03 eV
Highest occupied orbital energy   -8.56 eV
SMILES   CCN(CC)S(=O)(=O)c1ccc(OC)c(NC(=O)CSc2ccccc2)c1

Atom charges from the Löwdin analysis, given in e for atoms 1 to 6:
1. C -0.0643
2. H 0.0643
3. H 0.0691
4. H 0.0737
5. C -0.2462
6. N -0.2677

# 5
DFT (wB97M-V/def2-TZVPD) results for a single C19H24N2O4S2 molecule.

Structure (ORCA input):
```
! wB97M-V def2-TZVPD RIJCOSX def2/J DEFGRID3
* xyz 0 1
C -6.25 -1.24 0.28
C -5.67 0.16 0.39
H -6.32 0.89 -0.11
H -5.57 0.43 1.45
O -4.38 0.18 -0.22
C -3.51 1.16 0.17
C -3.92 2.37 0.71
C -3.00 3.36 1.02
C -1.65 3.14 0.80
C -1.23 1.93 0.29
C -2.14 0.92 -0.02
N -1.71 -0.31 -0.54
S -2.28 -1.76 0.04
O -2.99 -1.57 1.27
O -1.15 -2.66 0.09
C -3.35 -2.39 -1.27
H -2.71 -2.68 -2.09
H -4.04 -1.60 -1.55
H -3.88 -3.25 -0.88
C -0.59 -0.36 -1.45
C 0.80 -0.19 -0.81
O 1.64 0.55 -1.31
N 0.99 -0.91 0.30
H 0.32 -1.63 0.52
C 2.28 -0.94 0.95
C 3.22 -1.94 0.27
H 2.86 -2.96 0.40
H 3.30 -1.73 -0.80
S 4.88 -1.92 1.00
C 5.65 -0.45 0.35
C 5.06 0.42 -0.55
C 5.77 1.52 -0.99
C 7.06 1.77 -0.54
C 7.64 0.89 0.36
C 6.94 -0.21 0.81
H 7.39 -0.90 1.51
H 8.64 1.07 0.72
H 7.60 2.63 -0.89
H 5.30 2.20 -1.69
H 4.06 0.27 -0.93
H 2.14 -1.22 2.00
H 2.71 0.06 0.90
H -0.70 0.42 -2.21
H -0.60 -1.34 -1.93
H -0.18 1.76 0.12
H -0.93 3.90 1.03
H -3.34 4.30 1.43
H -4.97 2.57 0.86
H -6.38 -1.52 -0.76
H -5.57 -1.94 0.76
H -7.21 -1.27 0.77
*
```

## Properties
Kohn-Sham gap   8.42 eV
Highest occupied orbital energy   -7.89 eV
SMILES   CCOc1ccccc1N(CC(=O)NCCSc1ccccc1)S(C)(=O)=O

Atom charges from the Löwdin analysis, given in e for atoms 1 to 6:
1. C -0.0610
2. C -0.2363
3. H 0.1274
4. H 0.1311
5. O -0.1064
6. C -0.2085